[1]
C36H53F7N2O18PS | ωB97M-V/def2-TZVPD

Element x y z (Å)
C1 -2.57 0.56 4.67
C2 -2.99 -0.62 3.87
O1 -4.06 -0.91 3.46
O2 -1.91 -1.47 3.59
C3 -2.10 -2.25 2.45
N1 -0.72 -2.56 1.85
C4 0.23 -1.36 1.91
C5 -0.33 0.00 1.61
N2 0.20 0.65 0.68
C6 -0.13 -3.73 2.65
F1 -0.76 -4.83 2.25
F2 -0.42 -3.53 3.93
C7 1.43 -3.95 2.58
F3 1.99 -3.18 3.51
F4 1.95 -3.62 1.39
C8 1.83 -5.43 2.87
F5 3.15 -5.47 3.06
F6 1.51 -6.20 1.82
F7 1.20 -5.88 3.96
P1 -1.14 -3.05 0.03
O3 -2.37 -4.00 0.32
O4 0.00 -4.10 -0.25
S1 -1.34 -1.59 -1.12
H1 -1.63 0.33 5.17
H2 -2.36 1.38 3.97
H3 -3.33 0.84 5.38
H4 -2.67 -1.71 1.69
H5 -2.57 -3.21 2.66
H6 0.63 -1.37 2.92
H7 1.05 -1.54 1.21
H8 -1.12 0.40 2.26
H9 -0.25 1.57 0.61
H10 -3.19 -3.57 0.02
H11 0.68 -3.71 -0.83
O5 -2.19 2.34 0.02
C9 -1.94 3.08 -0.90
O6 -2.11 4.40 -0.80
C10 -1.84 5.04 -2.08
C11 -0.94 4.06 -2.82
C12 -1.43 2.72 -2.28
H12 -2.79 5.21 -2.58
H13 -1.38 6.01 -1.88
H14 -1.01 4.17 -3.90
H15 0.10 4.22 -2.53
H16 -2.28 2.33 -2.85
H17 -0.66 1.95 -2.22
O7 -3.10 7.73 -4.49
C13 -3.76 8.14 -3.58
O8 -3.93 7.41 -2.45
C14 -4.83 8.07 -1.54
C15 -4.78 9.54 -1.95
C16 -4.51 9.45 -3.45
H18 -5.83 7.64 -1.68
H19 -4.49 7.88 -0.53
H20 -5.69 10.08 -1.69
H21 -3.94 10.03 -1.46
H22 -5.43 9.36 -4.03
H23 -3.92 10.26 -3.85
O9 -0.17 0.81 6.99
C17 -0.62 0.00 7.75
O10 -1.96 -0.18 7.90
C18 -2.21 -1.15 8.95
C19 -0.93 -1.97 9.05
C20 0.13 -0.94 8.67
H24 -2.43 -0.60 9.87
H25 -3.08 -1.72 8.66
H26 -0.79 -2.41 10.04
H27 -0.94 -2.77 8.32
H28 0.48 -0.36 9.53
H29 0.99 -1.35 8.16
O11 1.35 -1.69 -2.98
C21 0.96 -2.16 -4.02
O12 0.77 -1.40 -5.11
C22 0.21 -2.18 -6.18
C23 0.57 -3.63 -5.85
C24 0.58 -3.60 -4.32
H30 -0.86 -2.02 -6.19
H31 0.64 -1.82 -7.11
H32 -0.12 -4.35 -6.28
H33 1.58 -3.85 -6.22
H34 -0.41 -3.78 -3.90
H35 1.30 -4.28 -3.87
O13 7.33 -2.03 -0.17
C25 6.19 -1.72 -0.35
O14 5.58 -1.85 -1.55
C26 4.25 -1.33 -1.50
C27 3.86 -1.36 -0.03
C28 5.21 -1.14 0.65
H36 4.26 -0.31 -1.90
H37 3.61 -1.94 -2.13
H38 3.10 -0.61 0.22
H39 3.48 -2.35 0.23
H40 5.44 -0.08 0.78
H41 5.31 -1.64 1.61
O15 1.99 11.42 -6.32
C29 1.17 10.55 -6.30
O16 -0.16 10.81 -6.24
C30 -0.91 9.59 -6.12
C31 0.01 8.51 -6.68
C32 1.39 9.05 -6.31
H42 -1.14 9.42 -5.07
H43 -1.84 9.70 -6.67
H44 -0.21 7.52 -6.27
H45 -0.10 8.46 -7.76
H46 1.70 8.75 -5.31
H47 2.17 8.79 -7.02
O17 3.52 -12.07 -0.37
C33 3.44 -11.19 0.44
O18 4.03 -9.98 0.25
C34 3.85 -9.15 1.41
C35 2.62 -9.71 2.11
C36 2.71 -11.19 1.77
H48 4.75 -9.21 2.02
H49 3.73 -8.12 1.07
H50 2.61 -9.49 3.18
H51 1.72 -9.29 1.67
H52 3.32 -11.75 2.49
H53 1.75 -11.69 1.67

HOMO energy (eV): -11.163
Spin multiplicity: 1
Calculated total energy (eV): -117170.3734
Total charge: +1
Molar mass (g mol⁻¹): 997.8

[2]
C21H26F2N2O4PS | ωB97M-V/def2-TZVPD

Element x y z (Å)
C1 -1.95 -3.15 1.63
O1 -2.84 -2.18 1.10
C2 -2.66 -0.89 1.59
C3 -1.45 -0.20 0.97
N1 -1.08 -0.72 -0.18
N2 -0.04 -0.18 -0.79
P1 0.40 -0.91 -2.37
O2 0.57 0.13 -3.39
C4 0.66 0.84 -0.34
C5 0.33 1.47 0.87
C6 1.17 2.62 1.37
C7 2.36 3.02 0.49
C8 3.53 2.02 0.54
F1 3.30 1.06 1.51
C9 -0.75 0.92 1.52
S1 -1.30 1.61 3.07
O3 -1.23 0.61 4.07
O4 -0.80 2.92 3.23
F2 -2.79 1.75 2.63
H1 -2.48 -4.10 1.63
H2 -1.05 -3.24 1.01
H3 -1.66 -2.90 2.65
H4 -2.56 -0.90 2.68
H5 -3.55 -0.32 1.31
H6 1.53 -1.65 -2.00
H7 -0.65 -1.82 -2.54
H8 1.49 1.16 -0.96
H9 0.52 3.48 1.50
H10 1.52 2.33 2.36
H11 2.69 4.00 0.84
H12 2.06 3.16 -0.55
H13 3.65 1.49 -0.41
H14 4.47 2.51 0.76
C10 4.24 -2.92 -0.01
C11 2.96 -3.43 -0.22
C12 2.79 -4.66 -0.84
C13 3.90 -5.39 -1.25
C14 5.18 -4.88 -1.04
C15 5.34 -3.65 -0.43
H15 4.37 -1.96 0.48
H16 2.10 -2.87 0.12
H17 1.80 -5.06 -1.00
H18 3.78 -6.35 -1.73
H19 6.04 -5.44 -1.36
H20 6.34 -3.25 -0.26
C16 -3.21 2.58 -2.42
C17 -2.99 2.47 -1.06
C18 -3.96 2.88 -0.15
C19 -5.16 3.40 -0.61
C20 -5.38 3.51 -1.98
C21 -4.41 3.10 -2.88
H21 -2.45 2.26 -3.13
H22 -2.05 2.06 -0.70
H23 -3.77 2.78 0.91
H24 -5.92 3.72 0.09
H25 -6.32 3.92 -2.34
H26 -4.59 3.20 -3.94

HOMO energy (eV): -11.860
Spin multiplicity: 1
Calculated total energy (eV): -58919.1460
Total charge: +1
Molar mass (g mol⁻¹): 471.5

[3]
C9H14 | ωB97M-V/def2-TZVPD

Element x y z (Å)
C1 0.54 -1.84 -1.54
C2 -0.24 -1.39 -0.33
C3 0.45 -1.10 0.84
C4 -0.23 -0.41 1.83
C5 -1.58 -0.14 1.82
C6 -2.33 -0.56 0.67
C7 -1.61 -1.11 -0.38
H1 0.55 -2.95 -1.55
H2 1.48 -1.32 -1.61
H3 -0.01 -1.50 -2.42
H4 1.53 -1.23 0.93
H5 0.08 0.09 2.75
H6 -2.08 0.42 2.67
H7 -3.41 -0.57 0.81
H8 -2.19 -1.19 -1.30
C8 2.22 3.20 -1.40
C9 1.53 2.13 -0.56
H9 3.18 2.71 -1.68
H10 1.74 3.63 -2.29
H11 2.51 4.06 -0.81
H12 2.03 1.73 0.31
H13 0.48 2.27 -0.21
H14 1.51 1.24 -1.19

HOMO energy (eV): -9.049
Spin multiplicity: 1
Calculated total energy (eV): -9559.0623
SMILES string: Cc1ccccc1.CC
Molar mass (g mol⁻¹): 122.2

[4]
C5H12N | ωB97M-V/def2-TZVPD

Element x y z (Å)
C1 -2.13 0.02 1.32
C2 -0.91 0.94 1.42
C3 0.41 0.25 1.11
C4 0.47 -0.28 -0.30
C5 1.51 -0.07 -1.09
N1 1.56 -0.72 -2.44
H1 -2.40 -0.29 0.30
H2 -2.98 0.66 1.57
H3 -1.93 -0.90 1.87
H4 -0.89 1.23 2.47
H5 -1.03 1.79 0.74
H6 0.51 -0.63 1.75
H7 1.29 0.87 1.28
H8 -0.35 -0.84 -0.74
H9 2.28 0.69 -0.98
H10 2.25 -0.32 -3.06
H11 0.62 -0.68 -2.86
H12 1.72 -1.73 -2.36

HOMO energy (eV): -14.567
Spin multiplicity: 1
Calculated total energy (eV): -6862.1242
SMILES string: CCC/C=C/[NH3+]
Total charge: +1
Molar mass (g mol⁻¹): 86.2

[5]
C64H176N16O16 | ωB97M-V/def2-TZVPD

Element x y z (Å)
C1 -5.51 -20.84 -1.37
C2 -6.74 -21.14 -2.27
C3 -7.68 -19.98 -2.28
O1 -8.31 -19.83 -1.05
C4 -9.52 -20.46 -0.90
N1 -6.37 -21.67 -3.55
H1 -5.78 -20.15 -0.56
H2 -4.70 -20.47 -2.01
H3 -5.12 -21.71 -0.81
H4 -7.32 -21.87 -1.73
H5 -8.44 -20.06 -3.10
H6 -7.16 -19.03 -2.44
H7 -9.40 -21.58 -1.24
H8 -10.40 -19.98 -1.43
H9 -9.79 -20.42 0.14
H10 -7.10 -21.96 -4.17
H11 -5.78 -21.07 -4.08
C5 -8.18 -27.12 0.06
C6 -8.90 -28.07 -0.91
C7 -8.01 -28.71 -1.87
O2 -7.46 -27.69 -2.73
C8 -6.29 -28.17 -3.37
N2 -9.54 -29.11 -0.07
H12 -8.90 -26.56 0.62
H13 -7.45 -26.41 -0.38
H14 -7.43 -27.74 0.62
H15 -9.66 -27.47 -1.52
H16 -8.57 -29.42 -2.47
H17 -7.22 -29.35 -1.40
H18 -6.37 -29.21 -3.72
H19 -5.31 -28.02 -2.86
H20 -6.28 -27.45 -4.16
H21 -10.13 -29.77 -0.53
H22 -8.84 -29.49 0.56
C9 -7.88 -22.69 -8.08
C10 -6.60 -22.68 -7.30
C11 -5.71 -23.79 -7.74
O3 -6.21 -25.08 -7.30
C12 -5.33 -26.11 -7.66
N3 -5.94 -21.40 -7.58
H23 -8.55 -23.51 -7.91
H24 -7.69 -22.67 -9.17
H25 -8.43 -21.74 -7.91
H26 -6.82 -22.74 -6.28
H27 -4.76 -23.69 -7.27
H28 -5.60 -23.83 -8.84
H29 -4.38 -25.94 -7.20
H30 -5.05 -26.09 -8.74
H31 -5.74 -27.05 -7.32
H32 -6.09 -21.22 -8.64
H33 -4.93 -21.41 -7.45
C13 -12.72 -30.50 0.54
C14 -12.94 -29.40 -0.54
C15 -12.62 -27.99 -0.09
O4 -13.57 -27.81 0.98
C16 -13.83 -26.39 1.14
N4 -12.09 -29.65 -1.68
H34 -13.05 -30.13 1.52
H35 -11.64 -30.62 0.47
H36 -13.22 -31.42 0.30
H37 -14.00 -29.38 -0.79
H38 -12.93 -27.19 -0.83
H39 -11.58 -27.87 0.19
H40 -13.84 -25.82 0.22
H41 -13.02 -25.99 1.79
H42 -14.73 -26.22 1.74
H43 -12.24 -29.07 -2.47
H44 -12.14 -30.63 -1.91
C17 -7.92 -30.66 -5.56
C18 -6.58 -30.93 -6.16
C19 -5.80 -32.19 -5.51
O5 -5.60 -31.82 -4.17
C20 -4.86 -32.73 -3.37
N5 -6.72 -31.26 -7.60
H45 -8.55 -31.54 -5.66
H46 -8.41 -29.75 -6.05
H47 -7.86 -30.43 -4.48
H48 -6.01 -29.97 -6.00
H49 -4.89 -32.50 -5.98
H50 -6.50 -33.03 -5.59
H51 -4.85 -32.39 -2.34
H52 -3.85 -32.84 -3.83
H53 -5.22 -33.76 -3.35
H54 -5.81 -31.29 -8.15
H55 -7.36 -30.68 -8.15
C21 -5.33 -24.20 -1.55
C22 -4.19 -24.61 -0.62
C23 -4.73 -25.03 0.76
O6 -3.65 -25.53 1.58
C24 -2.90 -24.54 2.34
N6 -3.45 -25.70 -1.24
H56 -5.83 -25.07 -1.93
H57 -4.87 -23.61 -2.39
H58 -6.10 -23.61 -1.02
H59 -3.44 -23.76 -0.47
H60 -5.43 -25.83 0.62
H61 -5.27 -24.22 1.20
H62 -3.65 -24.29 3.10
H63 -2.46 -23.72 1.79
H64 -2.05 -24.98 2.81
H65 -2.76 -26.01 -0.59
H66 -4.11 -26.49 -1.49
C25 -3.39 -31.01 -0.73
C26 -2.85 -29.77 -0.02
C27 -1.67 -29.18 -0.80
O7 -0.59 -30.08 -0.78
C28 0.54 -29.56 -1.47
N7 -3.93 -28.81 0.07
H67 -2.62 -31.74 -1.09
H68 -3.92 -30.53 -1.52
H69 -4.07 -31.55 -0.09
H70 -2.41 -30.04 0.98
H71 -1.29 -28.34 -0.25
H72 -1.95 -28.99 -1.84
H73 1.22 -30.36 -1.78
H74 1.18 -28.96 -0.84
H75 0.18 -29.02 -2.37
H76 -3.73 -28.02 0.73
H77 -4.84 -29.24 0.24
C29 -7.79 -32.28 -2.06
C30 -9.18 -32.25 -1.38
C31 -10.07 -33.33 -1.92
O8 -11.41 -33.27 -1.39
C32 -12.35 -34.08 -1.94
N8 -9.08 -32.30 0.05
H78 -7.24 -31.34 -1.89
H79 -7.91 -32.49 -3.14
H80 -7.22 -33.10 -1.63
H81 -9.65 -31.25 -1.63
H82 -9.56 -34.28 -1.65
H83 -10.17 -33.29 -3.02
H84 -12.44 -33.94 -3.08
H85 -13.32 -33.70 -1.56
H86 -12.25 -35.14 -1.77
H87 -8.44 -33.00 0.41
H88 -10.00 -32.33 0.48
C33 -11.97 -31.03 -4.71
C34 -13.38 -30.46 -4.89
C35 -13.55 -29.17 -5.66
O9 -12.91 -28.09 -5.00
C36 -13.31 -26.83 -5.41
N9 -14.30 -31.44 -5.53
H89 -12.11 -31.96 -4.13
H90 -11.25 -30.40 -4.19
H91 -11.58 -31.35 -5.68
H92 -13.76 -30.28 -3.86
H93 -14.61 -28.93 -5.79
H94 -13.14 -29.27 -6.69
H95 -14.33 -27.02 -5.73
H96 -12.60 -26.45 -6.13
H97 -13.19 -26.22 -4.50
H98 -14.56 -32.20 -4.91
H99 -13.69 -31.92 -6.21
C37 -8.86 -28.04 -10.06
C38 -9.41 -27.21 -8.91
C39 -10.54 -26.29 -9.34
O10 -10.94 -25.59 -8.17
C40 -11.82 -24.51 -8.46
N10 -9.87 -28.08 -7.82
H100 -8.05 -28.71 -9.69
H101 -8.44 -27.38 -10.87
H102 -9.71 -28.81 -10.32
H103 -8.54 -26.62 -8.48
H104 -11.38 -26.91 -9.72
H105 -10.19 -25.58 -10.06
H106 -12.74 -24.79 -8.91
H107 -11.23 -23.80 -9.08
H108 -12.09 -23.99 -7.52
H109 -10.82 -28.39 -8.00
H110 -9.89 -27.56 -6.92
C41 -11.02 -29.42 4.29
C42 -11.72 -28.13 3.84
C43 -12.36 -27.42 5.00
O11 -13.19 -28.21 5.70
C44 -13.63 -27.63 6.96
N11 -10.67 -27.25 3.32
H111 -11.61 -30.00 4.98
H112 -10.04 -29.09 4.68
H113 -10.87 -30.04 3.39
H114 -12.56 -28.39 3.13
H115 -12.87 -26.54 4.69
H116 -11.55 -26.99 5.65
H117 -14.13 -26.69 6.74
H118 -12.81 -27.51 7.65
H119 -14.33 -28.30 7.44
H120 -10.17 -27.81 2.64
H121 -11.02 -26.47 2.81
C45 -9.89 -26.30 -4.34
C46 -9.05 -25.00 -4.54
C47 -9.90 -23.90 -5.29
O12 -9.17 -22.67 -5.26
C48 -9.91 -21.50 -5.70
N12 -8.65 -24.51 -3.20
H122 -10.75 -26.07 -3.66
H123 -9.34 -27.06 -3.74
H124 -10.38 -26.71 -5.27
H125 -8.17 -25.13 -5.17
H126 -10.87 -23.78 -4.73
H127 -10.08 -24.28 -6.34
H128 -10.54 -21.11 -4.87
H129 -10.64 -21.70 -6.43
H130 -9.14 -20.77 -5.94
H131 -7.83 -23.93 -3.29
H132 -8.41 -25.33 -2.64
C49 -5.42 -27.14 4.19
C50 -6.91 -27.38 3.91
C51 -7.70 -27.78 5.17
O13 -7.34 -29.06 5.62
C52 -7.99 -29.36 6.82
N13 -7.36 -26.01 3.53
H133 -5.31 -26.46 5.06
H134 -4.73 -26.89 3.39
H135 -5.01 -28.09 4.57
H136 -7.06 -28.02 3.03
H137 -8.79 -27.63 4.89
H138 -7.39 -27.05 5.95
H139 -7.89 -28.52 7.59
H140 -7.61 -30.30 7.23
H141 -9.06 -29.57 6.62
H142 -6.72 -25.62 2.80
H143 -8.25 -26.12 3.12
C53 -13.15 -22.94 -0.26
C54 -11.72 -23.20 -0.61
C55 -11.04 -24.32 0.21
O14 -11.18 -24.22 1.64
C56 -10.65 -23.09 2.19
N14 -11.61 -23.52 -2.03
H144 -13.24 -22.81 0.78
H145 -13.81 -23.72 -0.72
H146 -13.47 -22.01 -0.72
H147 -11.14 -22.25 -0.45
H148 -9.95 -24.41 -0.02
H149 -11.46 -25.27 -0.10
H150 -9.55 -23.15 2.19
H151 -10.94 -23.02 3.21
H152 -10.91 -22.10 1.78
H153 -11.94 -22.71 -2.60
H154 -10.73 -23.83 -2.44
C57 -1.44 -28.63 -6.55
C58 -2.24 -28.77 -5.23
C59 -2.54 -27.36 -4.78
O15 -1.40 -26.57 -4.73
C60 -1.55 -25.15 -4.63
N15 -3.41 -29.66 -5.42
H155 -2.09 -28.19 -7.29
H156 -1.02 -29.54 -7.02
H157 -0.59 -27.94 -6.41
H158 -1.65 -29.25 -4.47
H159 -3.02 -27.36 -3.78
H160 -3.27 -26.96 -5.53
H161 -2.37 -24.82 -5.35
H162 -0.61 -24.64 -4.90
H163 -1.92 -24.86 -3.67
H164 -4.09 -29.26 -6.10
H165 -3.84 -29.98 -4.56
C61 -6.85 -32.39 4.46
C62 -5.95 -31.62 3.47
C63 -5.13 -32.64 2.68
O16 -4.06 -33.18 3.51
C64 -3.06 -33.90 2.83
N16 -6.63 -30.65 2.67
H166 -6.18 -32.99 5.04
H167 -7.50 -33.10 3.93
H168 -7.31 -31.67 5.13
H169 -5.22 -30.91 4.04
H170 -4.65 -32.04 1.86
H171 -5.75 -33.41 2.21
H172 -3.48 -34.68 2.24
H173 -2.54 -34.47 3.63
H174 -2.47 -33.37 2.14
H175 -6.75 -29.81 3.20
H176 -7.56 -30.91 2.44

HOMO energy (eV): -8.701
Spin multiplicity: 1
Calculated total energy (eV): -125812.4657
Molar mass (g mol⁻¹): 1426.2